No. 1
Here is 2 unconnected molecules or ions with the total composition C5H12OS in a non-equilibrium geometry from the OMol25 dataset. Energies are from ωB97M-V/def2-TZVPD.

Net charge: 0
Highest occupied orbital energy: -0.327 Ha
LUMO level: 0.6 eV
Energy relative to the best compared isomer or geometry (same formula, charge and spin): 30.81 kcal per mole
SMILES: C=C(C)O.CCS

Positions of all 19 atoms, in Å:
1 C 1.393728 -2.267526 -0.989679
2 C 1.945472 -0.885302 -0.668258
3 S 3.214535 -0.662946 0.759304
4 H 0.845557 -2.723489 -0.136706
5 H 2.163135 -3.041858 -1.223888
6 H 0.659369 -2.168819 -1.845502
7 H 2.511800 -0.534970 -1.532385
8 H 1.142805 -0.182530 -0.480322
9 H 2.318967 -0.430142 1.697092
10 C -0.989171 2.458580 -0.427885
11 C -1.257236 1.408732 0.391832
12 O -0.233718 0.768418 1.033743
13 C -2.582380 0.816261 0.782559
14 H -1.820817 2.846632 -0.989551
15 H -0.025618 2.896849 -0.553457
16 H -0.501605 -0.052296 1.526007
17 H -3.535376 1.319995 0.525104
18 H -2.654604 -0.174932 0.266029
19 H -2.594843 0.609343 1.865961

Atoms 1-2, force components in eV/Å:
-0.449 -0.931 0.247
1.084 0.074 0.288

Löwdin charges, unit e, in atom order:
1. C -0.18
2. C -0.56
3. S 0.64
4. H 0.06
5. H 0.07
6. H 0.09
7. H 0.05
8. H 0.02
9. H -0.21
10. C 0.06
11. C -0.46
12. O -0.03
13. C -0.05
14. H 0.05
15. H 0.05
16. H 0.13
17. H 0.09
18. H 0.09
19. H 0.08

***

No. 2
Here is a molecular structure, C37H33GeN4OPt in a non-equilibrium geometry from the OMol25 dataset. Energies are from ωB97M-V/def2-TZVPD.

Spin multiplicity: 4
Net charge: 0
Highest occupied orbital energy (alpha / beta): -0.255 / -0.299 Ha
LUMO level (alpha / beta): 0.0 / -1.7 eV

Positions of all 77 atoms, in Å:
1 Pt -1.237151 0.945305 -0.335879
2 C -2.364571 -0.671291 -0.739838
3 C -2.914125 -1.678637 -1.144790
4 C -3.545755 -2.863581 -1.629298
5 C -2.770496 -3.908510 -2.143599
6 C -3.377912 -5.056880 -2.621932
7 C -4.759878 -5.184024 -2.588142
8 C -5.535434 -4.152304 -2.077043
9 C -4.937116 -2.997048 -1.603435
10 H -1.693213 -3.802994 -2.168216
11 H -2.771661 -5.858395 -3.024910
12 H -5.231895 -6.084149 -2.960333
13 H -6.613419 -4.248670 -2.051005
14 H -5.538024 -2.189036 -1.208039
15 C -1.071417 0.025746 5.257733
16 N -1.503731 0.705524 4.059790
17 C -2.263741 1.932551 4.087727
18 C -2.344301 2.288947 2.597805
19 O -2.951364 3.227339 2.143168
20 N -1.609334 1.354896 1.907626
21 C -1.180652 0.431156 2.787698
22 N -0.524207 -0.647894 2.411231
23 H -0.575319 0.732108 5.925567
24 H -0.362574 -0.762481 5.013052
25 H -1.920952 -0.415296 5.782239
26 H -1.753295 2.718612 4.649196
27 H -3.264562 1.794551 4.500625
28 H -0.428437 -0.786162 1.414275
29 H -0.257696 -1.384021 3.040891
30 C 2.206113 1.971218 -2.049933
31 Ge 1.149120 0.644687 -1.013083
32 C 1.333089 -0.896915 -2.264311
33 C 0.279377 -1.357688 -3.048796
34 C 0.481299 -2.352839 -3.997459
35 C 1.743406 -2.901784 -4.168392
36 C 2.801717 -2.454279 -3.388606
37 C 2.596175 -1.457971 -2.445871
38 C 2.359359 0.233889 0.519708
39 C 3.070721 1.290644 1.037385
40 C 3.889476 1.159026 2.176045
41 C 3.961110 -0.037603 2.828939
42 C 3.249093 -1.159080 2.343784
43 C 3.301612 -2.405263 3.014976
44 C 2.640416 -3.497793 2.528055
45 C 1.905136 -3.394365 1.328999
46 C 1.826753 -2.200478 0.666382
47 C 2.468466 -1.036361 1.161360
48 H 3.172410 1.504794 -2.249118
49 H 2.365827 2.917642 -1.538027
50 H 1.723356 2.174139 -3.005875
51 H -0.711569 -0.941182 -2.908298
52 H -0.347156 -2.696973 -4.605445
53 H 1.905367 -3.677966 -4.905991
54 H 3.788892 -2.881611 -3.516715
55 H 3.428758 -1.116870 -1.837393
56 H 2.998508 2.264063 0.565555
57 H 4.451758 2.013729 2.530877
58 H 4.567860 -0.149793 3.720185
59 H 3.887111 -2.476900 3.924909
60 H 2.692043 -4.446810 3.046551
61 H 1.405398 -4.268967 0.931074
62 H 1.261983 -2.134860 -0.256290
63 C -2.105542 2.858876 -1.174547
64 C -1.046144 3.813410 -1.042799
65 C -0.785417 4.470209 0.183001
66 C 0.232952 5.384493 0.297810
67 C 1.027180 5.708339 -0.811494
68 C 0.765520 5.093448 -2.042080
69 C -0.241914 4.166022 -2.149248
70 C 2.070229 6.669393 -0.688433
71 N 2.912811 7.447185 -0.588977
72 H -2.391077 2.586885 -2.185578
73 H -2.927456 2.924968 -0.467164
74 H -1.424162 4.257512 1.028470
75 H 0.429816 5.874257 1.242632
76 H 1.367047 5.354722 -2.902749
77 H -0.434621 3.695403 -3.106200

Atoms 1-2, force components in eV/Å:
-0.437 0.438 0.215
0.332 0.173 0.161

Löwdin charges, unit e, in atom order:
1. Pt 0.92
2. C -0.24
3. C -0.15
4. C -0.26
5. C -0.04
6. C -0.09
7. C -0.10
8. C -0.09
9. C -0.04
10. H 0.11
11. H 0.10
12. H 0.10
13. H 0.10
14. H 0.11
15. C -0.01
16. N -0.09
17. C -0.03
18. C -0.46
19. O 0.06
20. N 0.06
21. C -0.39
22. N 0.24
23. H 0.10
24. H 0.08
25. H 0.10
26. H 0.14
27. H 0.14
28. H 0.05
29. H 0.12
30. C -0.23
31. Ge 0.84
32. C -0.35
33. C -0.13
34. C -0.09
35. C -0.10
36. C -0.09
37. C -0.13
38. C -0.26
39. C -0.11
40. C -0.07
41. C -0.04
42. C -0.18
43. C -0.05
44. C -0.09
45. C -0.08
46. C -0.06
47. C -0.20
48. H 0.03
49. H 0.00
50. H 0.02
51. H 0.07
52. H 0.10
53. H 0.10
54. H 0.10
55. H 0.11
56. H 0.09
57. H 0.10
58. H 0.11
59. H 0.11
60. H 0.10
61. H 0.10
62. H 0.09
63. C -0.15
64. C -0.33
65. C -0.03
66. C -0.02
67. C -0.24
68. C -0.05
69. C -0.06
70. C -0.20
71. N 0.15
72. H 0.06
73. H 0.05
74. H 0.09
75. H 0.12
76. H 0.12
77. H 0.12

***

no.,calculated total energy (eV)
1,-18261.130
2,-106672.132